ORCA calculation (wB97M-V/def2-TZVPD) on a structure of composition C9H24AuClI2N2P2S.

XYZ file:
```
42
Properties=species:S:1:pos:R:3:forces:R:3:lowdin_charge:R:1
I 1.083 2.907 1.651 -0.339 1.356 -1.387 0.916
I 0.124 -1.097 3.287 -0.441 -3.125 0.744 1.135
Au 0.319 -0.316 -2.202 -1.205 -0.208 1.198 0.421
P -2.007 -0.156 -0.532 -2.338 0.340 -1.316 0.779
C -2.964 -0.044 1.046 0.717 -0.028 0.670 -0.317
C -2.686 1.343 -1.334 0.853 0.112 0.016 -0.265
H -3.781 1.288 -1.337 0.219 -0.038 0.112 0.076
H -4.027 -1.281 -1.245 0.290 -0.033 0.094 0.072
H -2.302 1.404 -2.355 -0.193 0.113 0.154 -0.010
H -2.649 -1.562 -2.382 -0.240 -0.078 0.413 -0.043
H -2.833 0.944 1.508 -0.268 -0.322 -0.279 0.009
H -2.339 2.202 -0.751 -0.217 0.079 -0.218 0.047
C -2.954 -1.495 -1.331 0.793 -0.489 -0.043 -0.279
H -4.025 -0.216 0.827 0.290 -0.051 -0.109 0.075
H -2.687 -2.426 -0.815 -0.330 0.022 -0.200 0.061
H -2.591 -0.799 1.747 -0.377 0.040 -0.016 0.004
P 2.177 -0.206 -0.745 1.241 0.056 -0.674 0.664
C 2.819 -0.175 0.980 -0.724 0.038 0.590 -0.308
C 3.222 -1.530 -1.418 -0.221 0.023 0.062 -0.259
H 2.437 1.534 -2.347 0.362 0.267 0.118 0.040
H 3.951 1.319 -1.376 -0.106 0.154 -0.035 0.070
H 2.508 2.137 -0.655 0.265 -0.100 -0.531 -0.044
C 2.859 1.361 -1.351 -0.173 -0.022 0.004 -0.280
H 2.950 -1.708 -2.464 0.275 -0.134 0.180 0.047
H 4.270 -1.227 -1.319 -0.147 -0.222 -0.111 0.065
H 3.916 -0.335 1.015 -0.628 -0.045 -0.372 0.087
H 2.305 -0.921 1.600 0.491 0.066 -0.249 -0.043
H 3.022 -2.427 -0.814 0.169 0.092 -0.341 0.063
H 2.604 0.815 1.411 0.274 -0.501 -0.207 -0.086
Cl -1.248 -0.422 -3.909 0.868 0.157 0.144 -0.035
S -0.297 0.941 1.899 1.185 1.525 0.015 0.169
C 0.097 1.109 3.669 0.324 1.871 2.043 -1.162
N 1.362 1.383 4.193 -1.063 -0.341 -0.402 -0.122
C 1.320 2.552 5.033 0.088 0.810 0.760 -0.181
C -0.157 2.932 5.086 -0.228 0.516 0.593 -0.144
N -0.826 1.819 4.433 0.349 -1.425 -1.555 0.013
H 2.254 1.124 3.784 -0.617 -0.280 -0.106 0.123
H 1.871 3.375 4.566 0.216 -0.140 0.260 0.099
H 1.680 2.368 6.048 0.282 -0.142 -0.313 0.138
H -0.306 3.854 4.513 -0.276 -0.112 0.271 0.117
H -0.518 3.038 6.114 0.061 0.157 -0.286 0.137
H -1.761 1.930 4.036 0.520 0.044 0.305 0.150
```
Forces are in eV/Å.

As for the multiplicity: 3. Its frontier orbital gap (alpha / beta) is 7.23 / 5.59 eV. Its electronic energy is -2738.3277 hartree. Its charge is +2. As for the energy above the lowest of the compared OMol25 structures with the same formula, charge and spin: 78.8 kcal per mole. The lowest unoccupied orbital energy (alpha / beta) comes out at -8.0 / -9.8 eV. The expectation value of S² is 2.03.


ORCA calculation (wB97M-V/def2-TZVPD) on a cluster of 3 separate species, C9H24Cl2N2O2 in total.

XYZ file:
```
39
Properties=species:S:1:pos:R:3:forces:R:3:lowdin_charge:R:1
C 21.230 9.129 23.108 0.230 0.168 -0.108 -0.113
O 19.850 9.381 23.070 -0.110 -0.169 0.246 -0.187
C 19.399 9.836 21.824 0.157 -0.131 -0.502 -0.239
C 17.888 9.822 21.813 -0.475 0.358 0.046 -0.437
C 17.353 10.211 20.441 0.303 0.006 -0.325 -0.067
N 17.316 10.699 22.850 0.363 -0.178 -0.163 0.047
H 21.537 8.483 22.277 -0.014 -0.034 0.040 0.086
H 21.457 8.634 24.049 -0.022 0.005 0.033 0.088
H 21.808 10.061 23.045 -0.022 -0.045 0.005 0.090
H 19.756 10.857 21.613 0.021 0.009 0.097 0.119
H 19.786 9.190 21.018 -0.015 -0.008 0.078 0.129
H 17.537 8.813 22.032 0.106 -0.088 0.068 0.139
H 17.466 9.379 19.741 -0.210 0.024 0.057 0.080
H 17.904 11.041 19.977 0.024 0.021 0.307 0.061
H 16.309 10.508 20.516 -0.089 -0.165 -0.039 0.079
H 17.810 10.474 23.711 -0.197 0.086 0.078 0.069
H 17.598 11.648 22.626 -0.035 0.102 0.102 0.011
C 12.980 15.340 20.303 0.325 0.714 -0.415 -0.140
O 11.774 14.641 20.313 -0.071 -0.425 0.177 -0.168
C 10.873 15.109 19.347 0.200 0.146 -0.242 -0.243
C 9.643 14.232 19.298 -0.941 0.456 0.492 -0.422
C 8.838 14.525 18.020 0.179 0.034 0.283 -0.071
N 8.857 14.487 20.530 0.007 -0.126 -0.253 0.031
H 13.337 15.482 19.270 0.032 -0.029 0.101 0.080
H 13.760 14.810 20.843 -0.227 -0.234 0.168 0.063
H 12.872 16.341 20.748 -0.006 -0.067 -0.001 0.093
H 10.554 16.146 19.557 0.031 -0.076 0.132 0.134
H 11.375 15.158 18.365 -0.089 -0.209 0.050 0.123
H 9.893 13.174 19.371 0.385 0.004 -0.301 0.139
H 8.415 15.533 18.075 0.073 0.019 -0.005 0.076
H 8.000 13.835 17.933 0.042 -0.061 -0.096 0.072
H 9.464 14.475 17.127 -0.093 -0.145 -0.042 0.072
H 8.495 15.436 20.536 0.086 0.012 -0.072 0.066
H 8.046 13.879 20.554 0.061 -0.020 0.026 0.065
Cl 18.627 13.921 21.607 0.013 -0.015 -0.003 0.538
C 17.247 13.879 20.506 -0.093 0.331 -0.210 -1.021
Cl 16.699 15.511 20.060 0.030 -0.082 0.095 0.522
H 17.545 13.395 19.586 0.041 -0.129 0.048 0.016
H 16.424 13.367 20.988 -0.001 -0.057 0.045 0.022
```
Forces are in eV/Å.

Its frontier orbital gap is 9.94 eV. Its electronic energy is -1537.6348 hartree. As for the energy above the lowest of the compared OMol25 structures with the same formula, charge and spin: 0.0 kcal per mole. The lowest unoccupied orbital energy comes out at 0.8 eV. Its SMILES is COC[C@H](C)N.COC[C@H](C)N.ClCCl.


ORCA calculation (wB97M-V/def2-TZVPD) on a structure of composition C9H24CuN2O7Se.

XYZ file:
```
44
Properties=species:S:1:pos:R:3:forces:R:3:lowdin_charge:R:1
Cu 0.126 -1.043 -0.146 -1.034 2.110 -1.186 0.486
C -0.548 0.424 2.956 0.052 -0.029 0.182 -0.094
O 0.465 0.562 1.985 0.187 -0.036 -0.121 -0.261
C 1.763 0.273 2.474 0.160 0.202 -0.105 -0.173
C 2.627 -0.333 1.348 -0.110 -0.351 0.274 -0.141
O 2.206 -0.005 0.037 -0.258 0.337 -0.084 -0.183
C 2.484 1.293 -0.444 -0.145 0.389 0.055 -0.150
C 1.495 2.382 -0.028 0.344 -0.045 0.049 -0.186
O 0.225 2.169 -0.617 0.136 -0.204 -0.002 -0.220
C -0.764 2.968 -0.009 -0.008 0.110 0.015 -0.089
H -0.574 -0.598 3.346 -0.035 0.026 -0.053 0.092
H -0.401 1.130 3.785 -0.068 -0.022 -0.084 0.098
H -1.484 0.641 2.446 -0.113 0.025 0.124 0.080
H 2.213 1.196 2.878 -0.086 -0.114 -0.066 0.127
H 1.709 -0.458 3.287 0.022 0.011 -0.048 0.133
H 3.683 -0.066 1.485 -0.144 -0.028 0.006 0.135
H 2.515 -1.420 1.379 0.162 0.157 0.028 0.123
H 3.490 1.598 -0.124 -0.081 0.007 -0.091 0.137
H 2.471 1.210 -1.535 0.118 0.061 0.048 0.131
H 1.386 2.400 1.059 0.051 0.071 -0.051 0.112
H 1.887 3.355 -0.360 0.041 -0.076 0.026 0.137
H -0.521 4.033 -0.119 -0.097 -0.055 0.000 0.097
H -1.707 2.760 -0.513 -0.003 0.064 0.021 0.088
H -0.849 2.734 1.058 -0.018 -0.002 -0.055 0.087
N 0.057 -0.370 -2.013 0.556 0.272 0.240 -0.010
C -0.906 -0.941 -2.945 -0.357 -0.139 -0.336 -0.213
C -2.340 -0.589 -2.574 0.194 -0.284 0.263 -0.173
C -2.782 -1.218 -1.256 -0.350 -0.005 -0.334 -0.234
N -2.053 -0.625 -0.134 0.517 0.182 0.431 0.017
H -0.053 0.625 -1.853 0.071 0.247 -0.428 0.079
H 1.000 -0.578 -2.315 0.112 0.103 -0.101 0.107
H -0.779 -2.027 -2.911 0.005 0.040 -0.075 0.129
H -0.705 -0.593 -3.968 0.018 -0.101 0.164 0.120
H -2.988 -0.949 -3.374 -0.063 0.058 0.011 0.116
H -2.452 0.498 -2.521 -0.059 0.101 -0.079 0.110
H -2.562 -2.289 -1.250 -0.017 0.091 0.016 0.098
H -3.866 -1.081 -1.134 0.145 -0.052 -0.020 0.117
H -2.287 -1.092 0.738 -0.009 0.088 -0.036 0.098
H -2.239 0.371 -0.059 -0.157 -0.120 0.146 0.084
O 1.138 -2.599 -0.740 0.545 -0.082 -0.301 -0.439
Se 0.205 -3.371 0.404 0.201 -1.950 -0.080 0.746
O -1.191 -3.763 -0.246 -1.470 -0.144 -0.685 -0.440
O -0.034 -2.056 1.403 -0.054 0.261 1.336 -0.462
O 0.935 -4.558 1.122 1.098 -1.174 0.982 -0.417
```
Forces are in eV/Å.

As for the multiplicity: 2. Its frontier orbital gap (alpha / beta) is 9.11 / 9.07 eV. Its electronic energy is -5035.2812 hartree. The lowest unoccupied orbital energy (alpha / beta) comes out at 0.3 / 0.1 eV. The expectation value of S² is 0.75.


ORCA calculation (wB97M-V/def2-TZVPD) on a cluster of 6 separate species, C9H24F2N7O11P in total.

XYZ file:
```
54
Properties=species:S:1:pos:R:3:forces:R:3:lowdin_charge:R:1
C 4.652 1.812 -2.039 0.199 -0.657 -0.368 -0.065
C 3.978 0.370 -1.825 0.122 0.199 0.046 -0.342
F 4.770 -0.449 -0.890 -1.101 1.430 -1.349 -0.109
C 2.485 0.416 -1.204 1.310 -0.765 0.747 -0.200
P 1.162 1.052 -2.397 -1.874 -2.716 -1.312 0.760
N -0.449 0.276 -2.425 1.221 0.800 1.160 -0.097
F 1.631 -0.134 -3.607 0.001 1.183 1.366 -0.363
N 0.477 2.221 -1.213 3.978 6.347 -0.323 -0.084
C 1.237 3.297 -1.125 0.929 -0.926 4.836 -0.283
O 2.019 4.131 -0.589 -4.576 -4.188 -3.932 0.054
H 4.990 2.329 -1.066 -0.864 -0.842 -1.462 0.095
H 5.596 1.664 -2.699 -1.642 0.327 1.118 0.091
H 3.890 2.455 -2.638 1.404 -0.943 1.119 0.081
H 4.025 -0.175 -2.836 -0.369 0.670 1.719 0.139
H 2.237 -0.679 -0.898 0.171 1.831 -0.840 0.116
H 2.504 1.000 -0.198 -0.080 -0.750 -1.936 0.112
H 1.393 2.084 -3.382 0.120 -1.049 0.754 0.060
H -1.069 0.746 -1.730 0.871 -0.402 -0.656 -0.009
H -0.388 -0.698 -2.092 0.164 0.526 -0.716 0.036
C -3.534 -1.130 1.011 -0.575 0.585 -0.029 0.037
N -2.487 -0.291 0.371 -0.167 0.023 0.085 -0.406
O -2.799 0.845 0.037 0.554 -0.462 -0.048 0.039
O -1.385 -0.798 0.224 -0.524 0.446 0.038 0.043
H -4.456 -0.553 1.076 0.253 0.094 -0.095 0.105
H -3.674 -2.011 0.388 0.153 0.191 0.174 0.094
H -3.178 -1.399 2.002 -0.007 0.054 -0.293 0.094
C -2.358 3.737 -3.225 -0.322 0.016 0.147 0.044
N -1.492 3.690 -4.432 -0.041 0.023 -0.454 -0.429
O -2.022 3.903 -5.511 0.546 -0.169 0.630 0.076
O -0.308 3.441 -4.253 -0.576 0.212 -0.234 0.017
H -3.377 3.967 -3.532 0.221 -0.031 -0.061 0.097
H -2.310 2.757 -2.749 0.136 0.147 0.008 0.084
H -1.967 4.515 -2.570 0.051 -0.188 -0.030 0.101
C -1.117 -4.665 1.059 0.241 0.147 -0.280 0.054
N -2.377 -4.550 1.839 -0.151 -0.349 0.285 -0.403
O -2.970 -3.477 1.796 0.373 -1.431 0.369 0.003
O -2.729 -5.534 2.468 0.096 0.821 -0.397 0.082
H -0.929 -3.719 0.554 -0.137 -0.083 0.150 0.091
H -0.316 -4.893 1.761 -0.182 -0.097 -0.100 0.059
H -1.251 -5.469 0.336 0.000 -0.002 0.192 0.107
C -1.382 3.345 1.940 0.243 0.108 -0.233 0.035
N -2.642 3.464 2.719 -0.321 0.155 0.148 -0.441
O -3.230 4.534 2.676 0.203 -0.715 0.133 0.062
O -2.997 2.478 3.348 0.116 0.597 -0.341 0.051
H -1.190 4.290 1.434 -0.118 -0.113 0.146 0.095
H -0.582 3.113 2.642 -0.136 -0.092 -0.083 0.105
H -1.519 2.541 1.216 0.055 0.007 0.150 0.066
C 2.675 -4.782 4.768 0.290 -0.146 0.165 0.047
N 1.606 -4.910 3.743 -0.121 -0.161 -0.183 -0.432
O 1.597 -5.927 3.065 -0.191 0.701 0.263 0.069
O 0.813 -3.985 3.654 0.390 -0.576 -0.041 0.057
H 3.303 -5.671 4.734 -0.183 0.116 -0.085 0.097
H 3.255 -3.891 4.527 -0.179 -0.030 0.086 0.104
H 2.190 -4.688 5.739 0.029 0.127 -0.153 0.104
```
Forces are in eV/Å.

Its frontier orbital gap is 10.03 eV. Its electronic energy is -2108.8397 hartree. The lowest unoccupied orbital energy comes out at -0.4 eV. Its SMILES is C[C@@H](F)C[PH](N)(F)N=C=O.C[N+](=O)[O-].C[N+](=O)[O-].C[N+](=O)[O-].C[N+](=O)[O-].C[N+](=O)[O-].


ORCA calculation (wB97M-V/def2-TZVPD) on a structure of composition C9H24FLiO3.

XYZ file:
```
38
Properties=species:S:1:pos:R:3:forces:R:3:lowdin_charge:R:1
Li 13.205 7.050 10.725 1.263 -0.483 0.322 0.637
F 14.659 5.744 10.841 -1.157 0.775 -0.255 -0.751
C 15.297 10.212 8.779 0.693 -0.683 0.498 -0.050
C 14.110 9.261 8.816 -0.693 1.072 -0.221 -0.476
C 14.352 7.998 8.030 -0.076 -0.972 0.410 -0.055
O 13.686 8.995 10.166 0.084 -0.545 -0.118 -0.098
H 15.733 10.174 7.782 0.007 0.339 -0.015 0.080
H 16.061 9.837 9.471 0.034 -0.132 -0.164 0.094
H 15.120 11.241 9.095 -0.435 0.003 -0.234 0.079
H 13.255 9.778 8.354 0.100 -0.037 -0.141 0.130
H 15.057 7.300 8.495 0.368 0.463 0.055 0.092
H 14.663 8.261 7.020 0.057 -0.070 -0.017 0.086
H 13.464 7.365 7.971 -0.205 0.377 -0.124 0.054
H 13.966 9.722 10.727 0.000 -0.068 0.084 0.094
C 9.383 5.992 9.453 -1.571 0.398 0.633 -0.060
C 10.579 6.391 8.623 0.602 0.141 1.538 -0.434
C 10.452 7.800 8.110 0.140 0.210 -1.116 -0.047
O 11.751 6.379 9.498 -0.164 -0.442 -0.199 -0.140
H 9.287 4.962 9.800 0.457 -0.154 -0.396 0.083
H 8.431 6.251 8.974 0.208 -0.313 -0.455 0.084
H 9.281 6.586 10.370 0.610 0.137 -0.083 0.075
H 10.779 5.658 7.841 -0.172 0.229 -0.282 0.146
H 10.380 8.587 8.861 -0.222 -0.375 0.384 0.094
H 9.585 7.844 7.448 -0.042 0.169 0.109 0.088
H 11.315 8.082 7.501 0.027 -0.206 -0.008 0.072
H 11.976 5.450 9.649 0.258 0.065 0.045 0.097
C 11.364 5.203 13.193 -0.528 0.008 0.047 -0.042
C 11.333 6.698 12.930 0.502 0.344 0.816 -0.471
C 10.691 7.438 14.117 -0.094 -0.572 -0.798 -0.044
O 12.680 7.167 12.715 -0.477 0.287 -0.397 -0.116
H 11.514 4.606 12.296 0.267 0.014 0.016 0.078
H 10.433 4.876 13.666 -0.066 0.029 -0.134 0.084
H 12.149 5.007 13.926 0.108 -0.148 -0.147 0.091
H 10.806 6.972 12.018 0.018 -0.171 -0.074 0.109
H 9.615 7.423 13.932 -0.054 0.166 0.332 0.080
H 11.052 8.462 14.158 -0.064 0.045 0.117 0.079
H 10.894 6.888 15.036 0.056 0.261 0.163 0.079
H 13.246 6.845 13.424 0.160 -0.160 -0.192 0.101
```
Forces are in eV/Å.

Its frontier orbital gap is 8.88 eV. Its electronic energy is -690.4833 hartree. As for the energy above the lowest of the compared OMol25 structures with the same formula, charge and spin: 8.9 kcal per mole. The lowest unoccupied orbital energy comes out at 0.5 eV.